1:
The following is a quantum chemistry calculation of one molecule with the formula C20H32ClN3O2S, from OMol25.

Summary:
SMILES = CCCCCCNC(=O)[C@H](c1cc(C)cc(Cl)c1)N1CCC[S@@](=N)(=O)CC1
Orbital gap = 9.42 eV
Lowest unoccupied orbital energy = 0.419 eV
2S+1 = 1
E_HOMO = -0.3309 Ha

```
59
Properties=species:S:1:pos:R:3:lowdin_charge:R:1
C -3.97219 3.29988 -0.15810 -0.120
C -2.46118 3.11744 -0.21835 -0.282
C -2.03493 1.67216 0.00064 -0.245
C -0.52445 1.47544 -0.05830 -0.215
C -0.09744 0.01126 0.13464 -0.196
C 0.66558 -0.52133 -1.06628 -0.190
N 1.03924 -1.91107 -0.86771 0.079
C 1.50533 -2.67122 -1.88651 -0.461
O 1.52094 -2.29092 -3.04066 0.082
C 2.05634 -4.03760 -1.44860 -0.218
C 3.55269 -3.85398 -1.26154 -0.183
C 4.34895 -3.57024 -2.36323 0.016
C 5.71794 -3.37461 -2.22163 -0.249
C 6.56914 -3.06737 -3.42355 -0.043
C 6.28414 -3.46359 -0.95302 -0.069
C 5.48243 -3.74396 0.13903 -0.652
Cl 6.20162 -3.85651 1.71917 0.662
C 4.11932 -3.94252 0.00224 -0.064
N 1.76487 -5.07391 -2.42265 -0.104
C 2.37806 -6.33521 -2.00751 -0.176
C 1.95154 -7.56025 -2.81769 -0.182
C 0.81813 -8.36228 -2.18462 -0.259
S -0.80118 -7.63760 -2.26320 0.651
N -1.14669 -7.76448 -3.73860 -0.211
O -1.62945 -8.20172 -1.21398 -0.364
C -0.54314 -5.92192 -1.79361 -0.216
C 0.35306 -5.16131 -2.77830 -0.187
H -4.25774 4.34000 -0.31731 0.067
H -4.46877 2.69715 -0.92118 0.071
H -4.36436 2.99114 0.81305 0.071
H -2.08600 3.45894 -1.18799 0.109
H -1.98210 3.75105 0.53446 0.109
H -2.40802 1.32588 0.97088 0.118
H -2.51021 1.03452 -0.75367 0.119
H -0.16009 1.83711 -1.02544 0.112
H -0.05106 2.11072 0.69406 0.113
H 0.52304 -0.09200 1.02982 0.111
H -0.98006 -0.61499 0.29486 0.112
H 0.05323 -0.46217 -1.96721 0.129
H 1.55727 0.08657 -1.25105 0.133
H 1.15109 -2.24548 0.07511 0.136
H 1.62532 -4.28301 -0.45919 0.141
H 3.87964 -3.49928 -3.33751 0.134
H 7.60999 -2.91151 -3.14403 0.075
H 6.52930 -3.88454 -4.14525 0.085
H 6.21263 -2.16916 -3.92926 0.085
H 7.34682 -3.31513 -0.81274 0.110
H 3.51606 -4.17419 0.87109 0.111
H 3.45776 -6.21144 -2.08719 0.120
H 2.17889 -6.53925 -0.93828 0.127
H 1.70504 -7.29204 -3.84527 0.117
H 2.80730 -8.23512 -2.87374 0.116
H 0.67627 -9.32315 -2.67967 0.105
H 1.00224 -8.53960 -1.12366 0.105
H -2.05914 -7.37120 -3.95172 0.021
H -1.55997 -5.52375 -1.78325 0.105
H -0.17928 -5.91067 -0.76454 0.102
H -0.02189 -4.14896 -2.90500 0.115
H 0.25678 -5.63138 -3.75776 0.109
```

2:
The following is a quantum chemistry calculation of one molecule with the formula C20H32ClN3O2S, from OMol25.

Summary:
SMILES = CCCCCCNC(=O)[C@H](c1cc(C)cc(Cl)c1)N1CCC[S@@](=N)(=O)CC1
Orbital gap = 9.42 eV
Lowest unoccupied orbital energy = 0.419 eV
2S+1 = 1
E_HOMO = -0.3310 Ha

```
59
Properties=species:S:1:pos:R:3:lowdin_charge:R:1
C -4.10360 6.23828 -1.87850 -0.119
C -2.62183 6.03779 -2.16790 -0.280
C -2.16706 4.60188 -1.93654 -0.241
C -0.67923 4.40602 -2.20817 -0.221
C -0.21115 2.95529 -2.13668 -0.203
C -0.44501 2.31561 -0.77824 -0.185
N 0.12578 0.97829 -0.74774 0.079
C 0.14337 0.24896 0.39175 -0.462
O -0.18967 0.70323 1.46897 0.083
C 0.57607 -1.21267 0.19731 -0.218
C -0.70117 -2.02069 0.04480 -0.182
C -1.56950 -2.13686 1.12221 0.016
C -2.75790 -2.84863 1.00612 -0.249
C -3.68810 -2.97055 2.18231 -0.043
C -3.07096 -3.44420 -0.21266 -0.069
C -2.20056 -3.32130 -1.28086 -0.652
Cl -2.60103 -4.07197 -2.79863 0.662
C -1.01464 -2.61613 -1.16904 -0.064
N 1.37857 -1.69027 1.30927 -0.104
C 1.70524 -3.10293 1.11686 -0.176
C 2.73950 -3.66688 2.09254 -0.181
C 4.16709 -3.67247 1.55353 -0.259
S 4.98240 -2.09867 1.44979 0.650
N 5.23742 -1.76150 2.90982 -0.211
O 6.04718 -2.18232 0.46759 -0.364
C 3.75264 -1.00275 0.73289 -0.216
C 2.51520 -0.83163 1.62247 -0.187
H -4.41042 7.27021 -2.05100 0.067
H -4.71601 5.59705 -2.51576 0.071
H -4.33566 5.99018 -0.84085 0.072
H -2.40497 6.32062 -3.20254 0.108
H -2.02841 6.70724 -1.53754 0.110
H -2.40368 4.31861 -0.90651 0.110
H -2.74646 3.93005 -2.58093 0.121
H -0.44470 4.80005 -3.20108 0.113
H -0.10141 5.00626 -1.49736 0.118
H -0.73111 2.36952 -2.90376 0.116
H 0.85665 2.90676 -2.36901 0.114
H 0.02224 2.90570 0.01271 0.132
H -1.51117 2.26228 -0.54515 0.124
H 0.31086 0.51595 -1.62244 0.135
H 1.13016 -1.28474 -0.75799 0.140
H -1.30410 -1.65485 2.05585 0.133
H -4.60978 -3.48184 1.90857 0.075
H -3.21709 -3.53096 2.99147 0.085
H -3.94559 -1.98635 2.57505 0.085
H -3.98994 -4.00285 -0.33258 0.110
H -0.34487 -2.54490 -2.01685 0.111
H 0.77712 -3.66559 1.21377 0.120
H 2.06177 -3.28912 0.08602 0.127
H 2.69397 -3.16138 3.05746 0.117
H 2.48249 -4.71065 2.28107 0.116
H 4.83636 -4.24789 2.19355 0.105
H 4.20872 -4.08411 0.54395 0.105
H 5.69280 -0.86004 3.02091 0.021
H 4.30336 -0.06615 0.62255 0.105
H 3.52843 -1.36667 -0.27161 0.102
H 2.17609 0.20016 1.57872 0.115
H 2.81530 -0.99544 2.65806 0.109
```

Of all the structures shown, which is most stable? 2, and 1 is the least stable.